ORCA calculation (ωB97M-V/def2-TZVPD) on 7 unconnected molecules or ions with the total composition C48H94BF4N8O4 at a distorted geometry.

* multiplicity: 2
* net charge: +4
* electronic energy: -82915.068 eV
* HOMO-LUMO gap (alpha / beta): 0.09501 / 0.12432 Ha
* HOMO (alpha / beta): -15.0 / -15.8 eV

Geometry as XYZ:
```
159
C48H94BF4N8O4 ωB97M-V/def2-TZVPD
C 10.576 8.877 1.983
C 11.556 9.786 2.765
C 11.253 9.837 4.270
C 11.770 8.536 4.929
C 13.297 8.256 4.692
C 13.676 8.184 3.168
N 13.072 9.400 2.464
O 13.586 9.761 1.202
C 13.231 6.847 2.519
C 15.238 8.357 3.172
C 11.511 11.260 2.302
H 9.548 9.240 1.989
H 10.516 7.847 2.332
H 10.917 8.949 0.950
H 10.182 9.935 4.449
H 11.654 10.662 4.858
H 11.417 7.588 4.525
H 11.634 8.446 6.007
H 13.599 7.307 5.135
H 13.826 8.995 5.295
H 13.326 6.593 1.463
H 12.186 6.607 2.718
H 13.666 6.118 3.202
H 15.478 9.385 3.444
H 15.814 8.152 2.270
H 15.580 7.737 4.001
H 11.560 11.491 1.238
H 12.395 11.733 2.731
H 10.603 11.738 2.668
C 8.560 7.714 -0.980
C 8.918 6.759 -2.206
C 10.356 6.189 -1.901
C 10.285 5.039 -0.926
C 9.381 3.872 -1.427
C 7.927 4.326 -1.522
N 7.949 5.586 -2.358
O 6.785 5.893 -3.040
C 7.309 4.600 -0.197
C 7.078 3.267 -2.180
C 8.865 7.547 -3.635
H 8.640 8.740 -1.340
H 9.264 7.606 -0.155
H 7.533 7.558 -0.650
H 11.056 6.972 -1.610
H 10.782 5.817 -2.833
H 10.002 5.252 0.104
H 11.283 4.600 -0.949
H 9.436 2.925 -0.891
H 9.666 3.738 -2.471
H 6.251 4.855 -0.245
H 7.826 5.450 0.250
H 7.487 3.786 0.505
H 7.031 2.386 -1.540
H 7.351 2.974 -3.194
H 6.054 3.638 -2.163
H 8.919 6.867 -4.485
H 9.670 8.281 -3.606
H 7.928 8.097 -3.720
C 15.892 -0.254 1.661
C 14.451 -0.488 2.081
C 13.870 0.942 2.609
C 12.354 0.941 2.742
C 11.592 0.472 1.514
C 12.045 -0.900 0.871
N 13.572 -1.030 0.838
O 13.950 -2.111 0.203
C 11.474 -0.916 -0.570
C 11.353 -1.994 1.592
C 14.328 -1.567 3.220
H 15.986 0.440 0.826
H 16.222 -1.236 1.323
H 16.539 0.001 2.501
H 14.162 1.781 1.977
H 14.394 1.174 3.537
H 11.938 1.872 3.127
H 12.271 0.256 3.586
H 11.461 1.353 0.886
H 10.547 0.274 1.753
H 11.286 -1.905 -0.989
H 12.012 -0.391 -1.359
H 10.462 -0.517 -0.497
H 10.315 -2.156 1.302
H 11.486 -1.990 2.674
H 11.705 -2.945 1.191
H 15.315 -1.602 3.681
H 14.122 -2.547 2.788
H 13.665 -1.435 4.075
C 8.633 -3.046 3.890
C 7.968 -2.722 5.268
C 8.910 -3.092 6.478
C 9.957 -1.953 6.645
C 9.237 -0.668 6.939
C 8.521 -0.146 5.761
N 7.517 -1.218 5.356
O 6.744 -0.839 4.294
C 9.544 0.170 4.586
C 7.800 1.183 6.240
C 6.709 -3.681 5.474
H 8.568 -4.130 3.792
H 9.712 -2.966 4.024
H 8.272 -2.472 3.036
H 9.441 -4.036 6.357
H 8.362 -3.170 7.417
H 10.635 -2.000 5.792
H 10.542 -2.176 7.537
H 10.021 0.057 7.159
H 8.706 -0.742 7.888
H 10.140 -0.644 4.175
H 10.291 0.863 4.973
H 9.075 0.665 3.736
H 8.465 2.045 6.277
H 7.312 1.020 7.202
H 7.017 1.357 5.502
H 6.236 -3.608 6.453
H 6.993 -4.703 5.224
H 5.996 -3.276 4.755
C 16.329 3.900 9.928
C 15.285 4.819 9.366
N 15.019 4.591 7.960
C 15.938 4.716 6.931
C 15.317 4.533 5.687
N 13.970 4.300 5.920
C 13.801 4.338 7.258
C 12.970 3.965 4.962
H 16.519 4.362 10.896
H 17.185 3.780 9.264
H 15.978 2.879 10.079
H 15.694 5.822 9.483
H 14.308 4.945 9.834
H 16.941 5.007 7.206
H 15.739 4.634 4.698
H 12.880 4.227 7.810
H 12.537 3.032 5.323
H 13.380 3.861 3.957
H 12.204 4.738 4.894
C 6.565 7.053 3.300
C 6.087 7.254 4.743
N 6.982 6.672 5.733
C 7.391 7.383 6.877
C 8.268 6.586 7.599
N 8.529 5.460 6.831
C 7.692 5.485 5.745
C 9.385 4.334 7.164
H 6.573 6.062 2.847
H 7.521 7.571 3.230
H 5.912 7.687 2.699
H 5.095 6.813 4.840
H 5.935 8.301 5.007
H 6.914 8.338 7.042
H 8.731 6.644 8.573
H 7.621 4.630 5.088
H 10.298 4.738 7.601
H 9.658 3.802 6.253
H 8.902 3.637 7.850
B 9.665 4.302 2.963
F 10.121 5.621 3.196
F 10.019 3.487 3.977
F 8.289 4.331 2.841
F 10.182 3.742 1.758
```

ORCA calculation (ωB97M-V/def2-TZVPD) on 12 unconnected molecules or ions with the total composition C48H94N2O20S10 at a distorted geometry.

* multiplicity: 1
* structure (SMILES): O=S1(=O)CCCC1.O=S1(=O)CCCC1.O=S1(=O)CCCC1.O=S1(=O)CCCC1.O=S1(=O)CCCC1.O=S1(=O)CCCC1.O=S1(=O)CCCC1.O=S1(=O)CCCC1.O=S1(=O)CCCC1.O=S1(=O)CCCC1.CCCC#N.CCCC#N
* electronic energy: -203578.173 eV
* HOMO-LUMO gap: 0.36996 Ha
* HOMO: -9.9 eV

Geometry as XYZ:
```
174
C48H94N2O20S10 ωB97M-V/def2-TZVPD
C 5.030 1.076 -0.158
C 6.009 1.259 1.006
C 5.695 2.619 1.563
S 5.366 3.702 0.164
O 6.544 4.304 -0.477
O 4.294 4.622 0.415
C 4.861 2.365 -0.936
H 4.075 0.795 0.224
H 5.303 0.268 -0.810
H 7.022 1.290 0.651
H 5.898 0.438 1.705
H 6.550 3.109 2.075
H 4.795 2.685 2.169
H 5.403 2.487 -1.878
H 3.777 2.630 -1.136
C -3.828 -2.328 3.163
C -5.225 -2.929 2.870
C -5.597 -2.669 1.401
S -4.027 -2.356 0.579
O -4.300 -1.562 -0.631
O -3.266 -3.556 0.325
C -3.403 -1.482 1.976
H -3.140 -3.138 3.255
H -3.753 -1.719 4.088
H -5.987 -2.452 3.467
H -5.255 -4.069 3.170
H -6.217 -1.830 1.236
H -5.968 -3.553 0.951
H -3.872 -0.520 1.944
H -2.364 -1.319 1.901
C -1.491 -6.038 -2.707
C -1.013 -7.355 -2.223
C 0.463 -7.201 -1.920
S 0.543 -5.623 -1.025
O 1.641 -4.793 -1.568
O 0.614 -5.995 0.350
C -1.032 -5.031 -1.664
H -2.580 -6.078 -2.936
H -1.069 -5.758 -3.652
H -1.090 -8.120 -3.034
H -1.583 -7.698 -1.362
H 0.976 -7.138 -2.860
H 0.965 -7.930 -1.289
H -0.872 -4.017 -2.016
H -1.770 -4.944 -0.893
C 1.371 -1.513 -4.904
C 1.777 -2.462 -3.779
C 3.287 -2.670 -4.075
S 3.890 -1.092 -4.316
O 5.009 -1.080 -5.233
O 3.998 -0.555 -2.980
C 2.478 -0.474 -5.128
H 0.424 -1.045 -4.633
H 1.168 -2.055 -5.857
H 1.273 -3.404 -3.772
H 1.663 -2.026 -2.835
H 3.434 -3.179 -5.031
H 3.865 -3.232 -3.383
H 2.856 -0.345 -6.182
H 2.194 0.451 -4.683
C 3.389 -3.874 1.114
C 4.901 -4.260 1.034
C 5.768 -3.286 1.790
S 4.638 -2.540 3.006
O 4.377 -1.122 2.711
O 5.070 -2.903 4.365
C 3.102 -3.308 2.499
H 2.692 -4.668 0.952
H 3.239 -3.110 0.321
H 5.157 -4.173 -0.043
H 5.089 -5.261 1.334
H 6.143 -2.482 1.153
H 6.648 -3.701 2.285
H 2.420 -2.503 2.710
H 2.868 -4.159 3.167
C -5.833 2.524 -2.543
C -4.515 2.141 -3.221
C -3.370 2.192 -2.212
S -4.217 2.509 -0.597
O -4.276 3.945 -0.436
O -3.591 1.670 0.431
C -5.766 1.911 -1.158
H -6.679 2.104 -3.103
H -5.859 3.605 -2.400
H -4.402 2.785 -4.132
H -4.692 1.131 -3.597
H -2.706 3.009 -2.336
H -2.883 1.233 -1.977
H -6.510 1.994 -0.401
H -5.582 0.792 -1.268
C -3.042 2.299 4.020
C -3.899 3.567 3.601
C -5.296 3.091 3.282
S -5.569 1.531 4.171
O -5.504 0.450 3.189
O -6.694 1.546 5.059
C -3.951 1.480 4.946
H -2.035 2.394 4.409
H -2.957 1.747 3.151
H -3.452 4.129 2.783
H -3.908 4.378 4.342
H -5.386 2.820 2.205
H -6.097 3.778 3.493
H -3.776 0.435 5.053
H -3.935 1.923 5.956
C -0.274 -0.458 0.337
C 1.146 -0.726 -0.279
C 1.331 0.476 -1.333
S 0.784 1.867 -0.367
O 0.341 2.965 -1.161
O 1.915 2.184 0.474
C -0.493 1.087 0.529
H -0.334 -0.937 1.331
H -1.129 -0.819 -0.323
H 1.226 -1.693 -0.747
H 1.903 -0.590 0.447
H 0.654 0.260 -2.152
H 2.320 0.840 -1.695
H -1.470 1.318 0.190
H -0.360 1.394 1.533
C 1.008 5.734 0.652
C 1.325 6.612 1.856
C 1.045 5.599 3.058
S -0.485 4.749 2.534
O -1.571 5.341 3.311
O -0.306 3.304 2.532
C -0.453 5.276 0.855
H 1.652 4.846 0.667
H 1.253 6.282 -0.293
H 0.830 7.599 1.896
H 2.408 6.852 1.978
H 0.835 6.062 4.025
H 1.840 4.882 3.030
H -1.235 6.049 0.680
H -0.653 4.335 0.291
C 1.961 -0.139 6.209
C 2.017 1.052 5.193
C 1.265 0.631 3.928
S 0.075 -0.537 4.400
O 0.329 -1.879 3.836
O -1.289 -0.127 4.173
C 0.482 -0.660 6.131
H 2.165 0.191 7.214
H 2.760 -0.926 6.036
H 3.034 1.340 4.980
H 1.568 1.921 5.714
H 1.844 0.138 3.145
H 0.658 1.460 3.401
H 0.326 -1.678 6.508
H -0.096 0.059 6.751
C -4.309 -3.533 -3.532
C -4.124 -2.091 -4.026
C -2.750 -1.739 -4.537
C -1.709 -1.922 -3.463
N -1.032 -2.048 -2.547
H -3.882 -4.169 -4.288
H -5.413 -3.604 -3.522
H -3.833 -3.529 -2.497
H -4.466 -1.393 -3.238
H -4.837 -1.827 -4.842
H -2.640 -0.708 -4.805
H -2.410 -2.394 -5.332
C 4.142 2.933 -4.995
C 3.353 3.507 -3.813
C 1.879 3.974 -4.013
C 1.057 2.992 -4.716
N 0.586 2.078 -5.254
H 3.352 2.539 -5.676
H 4.795 2.064 -4.607
H 4.706 3.650 -5.571
H 3.948 4.267 -3.333
H 3.302 2.810 -2.985
H 1.781 4.874 -4.600
H 1.424 4.194 -3.074
```